Arrangement P

170
Properties=species:S:1:pos:R:3 method="wB97M-V/def2-TZVPD" multiplicity=1 smiles=COC[C@H](C)N.COC[C@H](C)N.COC[C@H](C)N.COC[C@H](C)N.COC[C@H](C)N.COC[C@H](C)N.COC[C@H](C)N.COC[C@H](C)N.COC[C@H](C)N.COC[C@H](C)N homo_lumo_gap_ev=9.28 molar_mass_g_mol=891.38 lumo_ev=0.588
O 6.054 -1.246 4.017
O 3.283 1.701 5.074
O 0.527 2.504 -5.011
O -6.416 -0.051 2.869
O 5.006 -0.227 -2.824
O 0.711 -0.351 1.376
O 1.372 -4.674 -1.194
O -7.550 -1.041 -1.482
O -5.348 5.462 1.372
O -2.446 -1.451 -5.480
N -4.012 2.245 2.408
N 6.503 0.260 -0.125
N 4.467 3.730 2.282
N 0.844 -0.963 -3.856
N 0.073 -3.096 1.850
N 9.146 -2.415 2.285
N 2.309 2.995 -7.184
N -1.819 -1.255 -0.036
N -9.761 0.336 4.250
N -4.657 -1.197 -0.146
C -0.250 2.375 -3.850
C 6.807 -1.827 2.973
C 6.245 -2.054 -1.104
C -4.670 -3.402 -1.208
C 4.440 2.492 3.084
C 8.737 -0.122 3.084
C 1.844 -0.340 0.500
C -5.036 4.093 1.232
C -1.055 -0.028 -0.340
C -8.916 -1.017 -1.147
C -3.767 -1.139 -5.108
C -2.522 4.139 1.950
C -0.166 -1.138 -4.938
C 5.847 2.309 3.643
C -5.332 -2.005 -1.174
C 2.562 2.004 -6.102
C -1.547 -1.382 -4.381
C 1.490 -4.319 -2.543
C -2.029 0.999 -0.897
C 4.074 1.693 -6.008
C 2.471 1.968 6.202
C -3.978 3.709 2.253
C -7.697 -0.513 3.292
C 0.971 -5.332 1.655
C 0.484 -3.911 -0.390
C 0.313 -2.293 -5.781
C 4.633 -1.399 3.960
C 8.310 -1.585 3.170
C 1.945 2.498 -4.825
C -7.985 1.918 4.065
C 0.971 -3.956 1.037
C -6.822 -2.085 -0.901
C -6.423 5.841 0.555
C -5.376 -0.985 3.121
C 6.379 0.016 -2.566
C -0.308 0.494 0.897
C 6.798 -0.650 -1.238
C -8.618 0.695 3.351
C 3.380 2.763 4.156
C 4.124 0.610 -2.058
H -4.924 -4.019 -0.346
H 0.563 -3.931 -2.984
H 6.621 -2.609 -1.975
H 2.779 3.860 -6.930
H 7.054 -0.057 0.670
H -1.841 -0.640 -3.635
H -5.932 3.512 1.486
H -4.443 -1.333 -5.942
H 2.036 1.133 -6.496
H -10.364 1.149 4.283
H 2.553 0.304 1.034
H 3.731 3.661 4.687
H -4.266 4.094 3.237
H 6.589 -2.596 -0.228
H 4.541 2.670 -5.877
H 2.402 3.026 3.740
H 6.487 -1.291 2.069
H -2.382 5.209 2.084
H -9.455 -1.707 -1.801
H 8.674 -3.314 2.163
H 9.964 -2.744 2.793
H 2.299 3.434 -4.379
H -6.924 -2.163 0.192
H -7.533 -0.871 4.312
H 3.173 0.577 -2.588
H 2.335 -3.652 -2.735
H 4.200 1.105 -5.095
H -2.440 0.651 -1.847
H -6.674 6.882 0.771
H 7.012 -0.353 -3.373
H 2.671 2.942 6.654
H -1.081 0.603 1.660
H 7.892 -0.788 -1.247
H -0.361 -0.167 -1.177
H 4.091 0.139 -1.074
H 6.560 1.096 -2.536
H -5.187 -1.060 4.198
H 1.773 -1.020 -4.255
H 6.536 -2.879 2.826
H 4.169 1.677 2.412
H -2.367 -1.142 0.811
H -5.108 -3.864 -2.100
H 0.358 -2.898 -0.794
H -3.928 -0.077 -4.891
H 8.069 0.325 2.341
H -0.289 -2.332 -6.695
H -4.918 1.947 2.770
H 0.173 -3.370 2.819
H -5.670 -1.979 2.775
H 5.188 -2.126 -1.368
H 0.777 -1.731 -3.196
H -7.198 -3.042 -1.293
H -0.111 1.473 -3.247
H -2.908 1.103 -0.255
H -4.764 3.761 0.225
H 1.496 -6.051 1.022
H -8.059 -1.287 2.608
H 2.633 1.221 6.974
H 1.364 -2.293 -6.071
H -1.562 -2.392 -3.943
H 6.950 1.158 -0.292
H 0.110 1.474 0.625
H -3.779 -0.800 -0.459
H -7.015 2.266 3.707
H 0.342 -2.112 1.733
H -3.590 -3.343 -1.315
H 9.753 0.095 2.770
H 4.221 -0.905 4.834
H -10.238 -0.441 3.803
H 8.504 0.360 4.033
H 1.418 -5.371 2.650
H -5.126 -1.538 -2.144
H -4.451 -0.716 2.621
H 4.496 -2.483 4.005
H -8.693 2.746 4.072
H -9.134 -1.212 -0.092
H -1.129 -1.958 0.201
H 6.568 2.158 2.834
H 4.594 4.508 2.923
H 2.128 1.793 -3.997
H 1.618 -5.247 -3.107
H -2.309 3.844 0.922
H -9.264 0.003 -1.313
H 4.444 1.102 -6.838
H -6.200 5.918 -0.516
H -9.099 1.035 2.430
H -0.044 -5.723 1.768
H -7.299 5.210 0.718
H -1.545 1.963 -1.069
H 1.986 -3.550 1.134
H 6.320 3.144 4.171
H 5.981 1.462 4.325
H -0.359 3.203 -3.140
H 4.192 -0.949 3.068
H 1.648 -0.008 -0.514
H -0.522 -4.336 -0.509
H 5.264 3.781 1.661
H 0.173 -3.242 -5.252
H -7.742 1.636 5.093
H -3.415 1.846 3.126
H 2.414 -1.272 0.516
H -5.261 -0.419 0.114
H -1.873 3.577 2.621
H -1.249 2.298 -4.286
H 1.321 3.212 -7.230
H -4.094 -1.753 -4.265
H 4.568 1.607 -2.005
H 1.430 1.946 5.872
H 8.421 -1.926 4.210
H -0.122 -0.213 -5.520

=====

Arrangement Q

170
Properties=species:S:1:pos:R:3 method="wB97M-V/def2-TZVPD" multiplicity=1 smiles=COC[C@H](C)N.COC[C@H](C)N.COC[C@H](C)N.COC[C@H](C)N.COC[C@H](C)N.COC[C@H](C)N.COC[C@H](C)N.COC[C@H](C)N.COC[C@H](C)N.COC[C@H](C)N homo_lumo_gap_ev=9.20 molar_mass_g_mol=891.38 lumo_ev=0.415
O 9.629 -7.869 -5.633
O 7.623 5.250 -0.690
O -7.406 -4.396 1.795
O -1.702 0.712 -0.114
O 4.059 3.145 -8.334
O 1.741 -10.201 -0.069
O 0.897 4.387 7.359
O -12.654 7.032 -1.234
O 1.244 -2.565 8.449
O -4.074 10.742 -3.399
N -11.489 3.773 -0.068
N -4.770 -6.407 3.871
N -1.284 -4.969 9.283
N -0.110 -1.620 -0.484
N 7.743 2.989 -3.779
N 8.616 -6.418 -3.214
N -1.689 3.614 9.718
N -4.537 7.002 -3.555
N 4.797 0.860 -11.185
N 1.305 -10.176 2.692
C -5.040 11.122 -2.321
C -8.677 -3.962 2.171
C 0.762 -3.825 8.796
C -11.856 5.856 -1.308
C 8.094 3.434 -2.415
C -4.923 -5.877 1.547
C -12.220 5.593 1.285
C 2.950 -11.882 2.094
C 9.584 3.281 -2.266
C -0.774 -2.910 10.538
C -6.975 -5.251 3.003
C -4.023 8.187 -2.916
C 0.454 -0.322 -0.330
C 7.015 6.473 -0.247
C 1.220 -2.051 7.142
C 2.663 -9.637 0.855
C -5.439 -5.484 2.919
C 10.348 -8.049 -6.860
C 0.828 0.141 -1.745
C 4.343 4.550 -8.066
C 4.025 1.259 -10.006
C 4.371 2.736 -9.678
C -0.495 0.532 0.578
C 8.736 -6.802 -5.700
C 2.037 -9.918 -1.446
C -2.709 1.337 0.702
C 7.729 4.963 -2.106
C 4.275 0.233 -8.936
C -4.401 9.414 -3.895
C -12.435 8.038 -2.311
C 0.492 3.815 8.536
C 2.635 -10.401 2.190
C -0.720 -3.635 9.175
C -12.263 4.943 -0.148
C -1.740 4.935 7.708
C 7.855 -6.693 -4.424
C 6.695 -5.674 -4.583
C 2.191 4.267 6.867
C -1.084 3.710 8.399
C -2.480 8.071 -2.555
H 3.696 -9.610 0.510
H -3.771 -6.405 3.723
H 2.835 5.121 7.073
H -11.017 3.662 -0.955
H 4.497 1.529 -11.879
H 7.259 -7.596 -4.294
H 2.171 -1.523 7.067
H 3.040 -10.291 -1.654
H 9.966 2.268 -2.142
H 8.168 3.577 -4.481
H -2.275 -5.103 9.423
H 10.145 3.744 -3.078
H 2.064 -8.842 -1.617
H -8.531 -3.093 2.813
H 0.777 4.321 9.459
H 4.391 -0.768 -9.350
H 7.657 2.744 -1.694
H -2.829 4.902 7.728
H -10.803 6.078 -1.140
H -5.023 -7.347 3.602
H -4.431 8.378 -1.924
H -5.168 12.204 -2.345
H 0.752 -10.247 1.850
H -7.467 -6.221 3.059
H -2.258 7.197 -1.942
H 1.359 -10.485 -2.084
H 2.956 1.174 -10.204
H -1.410 5.842 8.216
H -10.751 3.975 0.591
H -2.532 2.412 0.659
H 0.442 -1.299 7.017
H -0.157 -2.012 10.565
H 11.075 -8.806 -6.565
H -0.050 1.504 0.790
H 10.792 -7.142 -7.271
H -11.889 5.302 -2.246
H -12.608 4.951 2.075
H 7.388 7.433 -0.605
H -1.429 2.852 7.822
H -1.865 7.922 -3.443
H 9.984 3.748 -1.366
H -1.527 4.977 6.640
H 5.213 0.423 -8.414
H 5.364 3.037 -10.010
H 3.117 -12.371 3.054
H 3.907 -11.854 1.572
H 2.262 -8.624 0.912
H -12.838 6.489 1.235
H 5.433 4.565 -8.060
H 1.266 -4.207 9.684
H 3.303 -9.851 2.853
H -11.556 8.629 -2.055
H 1.518 -0.578 -2.187
H 6.747 3.109 -3.900
H 5.943 6.419 -0.433
H -4.467 10.923 -1.415
H -0.284 -3.394 11.383
H 6.704 5.237 -2.356
H 2.359 4.078 5.807
H -5.431 -5.436 0.689
H -4.261 6.906 -4.522
H 9.350 -5.910 -5.820
H -2.693 3.623 9.614
H -12.372 7.643 -3.325
H -3.649 1.121 0.193
H -1.138 -3.323 8.218
H 2.177 -12.464 1.592
H -9.404 -4.608 2.663
H 8.466 5.587 -2.611
H -5.330 -6.884 1.458
H 0.948 -4.531 7.986
H 4.593 -0.097 -11.436
H -1.754 -2.484 10.753
H 3.450 0.385 -8.240
H 6.934 -4.611 -4.586
H -2.789 0.947 1.717
H -11.170 5.828 1.460
H 3.959 4.864 -7.095
H -1.341 2.863 10.297
H -0.081 0.022 -2.334
H -3.844 -6.009 1.467
H 1.302 -0.469 0.338
H 3.821 3.347 -10.394
H -1.276 -5.379 8.360
H -5.433 9.333 -4.236
H -13.287 4.704 -0.437
H 1.010 -10.916 3.313
H 1.111 -2.809 6.366
H 8.077 -6.900 -6.563
H -0.718 -0.006 1.499
H 8.231 -6.835 -2.379
H -2.199 8.921 -1.933
H 3.991 5.340 -8.730
H 6.046 -5.482 -3.729
H 0.328 -2.259 -1.132
H 0.987 2.857 8.699
H -5.953 10.566 -2.531
H 1.306 1.119 -1.678
H 7.173 6.618 0.822
H 6.146 -5.888 -5.500
H 2.801 3.618 7.496
H -1.051 -1.312 -0.681
H -7.242 -4.760 3.939
H 9.717 -8.470 -7.642
H -13.395 8.555 -2.308
H -4.053 6.239 -3.104
H -9.124 -3.422 1.336
H -3.843 9.237 -4.814
H -5.135 -4.453 3.103
H 9.438 -6.989 -3.345

=====

Result of the stability comparison: arrangement P is the most stable of them.